(1)
2 unconnected molecules or ions with the total composition C8H14Si in a non-equilibrium geometry, computed with ωB97M-V/def2-TZVPD.

Summary:
ΔE to the lowest compared entry with this formula, charge and spin: 137.4 kcal/mol
total charge: 0
spin multiplicity: 1

```
23
Properties=species:S:1:pos:R:3:lowdin_charge:R:1
C -0.16951 -0.48832 0.68067 -0.160
C -0.47310 -0.05727 1.78519 -0.013
C 0.15353 -2.87925 -1.08574 0.141
C 0.24771 -0.81651 -0.54825 -0.190
C 0.23599 0.11526 4.14662 -0.104
C -0.62453 -0.23711 -3.45600 -0.219
C 0.43141 2.06533 -1.64498 -0.214
C -0.79429 0.49726 3.07683 -0.264
Si 0.59367 0.20830 -2.06229 0.545
H 0.81111 -3.01439 -1.91857 -0.034
H 0.19514 -3.46848 -0.19220 -0.027
H -0.00820 0.60367 5.08782 0.068
H 1.23285 0.42714 3.84153 0.075
H 0.24260 -0.96062 4.30088 0.074
H -1.65586 -0.07750 -3.15227 0.027
H -0.44093 0.36675 -4.34022 0.019
H -0.52396 -1.27971 -3.73942 0.010
H 1.10596 2.67511 -2.24243 0.016
H -0.57844 2.42264 -1.81740 0.021
H 0.66913 2.24528 -0.59862 0.015
H -0.84488 1.58861 2.98928 0.114
H -1.78528 0.13759 3.37776 0.115
H 1.97988 -0.07379 -2.48818 -0.019
```

(2)
A molecular structure, C8H15ClFeI2N2OPS in a non-equilibrium geometry, computed with ωB97M-V/def2-TZVPD.

Summary:
electronic energy: -3556.83034 Eh
total charge: +2
spin multiplicity: 6

```
32
Properties=species:S:1:pos:R:3:lowdin_spin:R:1
I -0.17675 -2.64019 -0.02735 0.999
I -0.17338 2.63911 0.02599 0.347
Fe 0.13664 -0.00449 0.04157 2.872
P 0.14021 0.00123 -2.32697 -0.122
C -1.46304 -0.01506 -3.21971 -0.022
C 1.03302 1.42726 -3.08226 -0.011
H 1.99202 -1.53156 -2.51831 0.001
H 1.27141 -1.21836 -4.13902 -0.004
H 0.46326 -2.33158 -2.96717 0.002
C 1.05482 -1.41406 -3.07636 -0.009
H 1.98109 1.54552 -2.54215 0.000
H 1.23064 1.24210 -4.15057 -0.004
H -1.33010 -0.01615 -4.31606 -0.005
H -2.04052 0.87200 -2.92494 0.000
H 0.44042 2.34204 -2.95520 0.002
H -2.02053 -0.91323 -2.92064 0.000
C -1.83638 -0.00090 0.04333 0.022
O -3.00916 -0.00285 0.09891 -0.023
Cl 2.31780 0.01680 -0.08752 0.121
C -0.29980 -0.85397 5.42643 0.003
N -0.03829 0.49497 4.85733 0.071
C 0.12261 1.67085 5.59786 0.100
C 0.38866 2.66459 4.72019 0.117
N 0.40651 2.09102 3.45129 0.049
C 0.11559 0.75149 3.50242 -0.003
S -0.01139 -0.44424 2.25718 0.480
H -1.23962 -1.25124 5.04275 0.002
H 0.50736 -1.53777 5.16453 0.002
H -0.36026 -0.78108 6.51004 0.000
H 0.04192 1.68327 6.65779 0.004
H 0.57241 3.69370 4.87607 0.005
H 0.57732 2.58938 2.56024 0.003
```

(3)
2 unconnected molecules or ions with the total composition C8H15ClIN3O in a non-equilibrium geometry, computed with ωB97M-V/def2-TZVPD.

Summary:
ΔE to the lowest compared entry with this formula, charge and spin: 35.2 kcal/mol
total charge: +2
spin multiplicity: 1

```
29
Properties=species:S:1:pos:R:3:lowdin_charge:R:1
C 0.67031 3.45745 -2.86057 0.177
C 0.41789 2.81868 -1.70626 -0.219
C -1.07810 -0.16586 0.50077 -0.103
C -3.03574 -1.42854 0.46334 -0.707
C 1.82740 -1.40603 -0.58647 -0.027
C 1.91835 -1.24069 1.95416 -0.175
C -0.77003 2.14714 -1.32447 -0.488
C 1.13048 -1.34854 0.73066 -0.414
N -1.71398 -1.36172 0.15827 0.037
N -3.59465 -0.52878 1.26011 0.208
N 0.19957 -0.21864 0.64094 0.049
O 2.56541 0.10171 1.97705 -0.092
Cl -3.89187 -2.69434 -0.28903 0.883
I -2.40960 1.68338 -2.48052 1.120
H 1.73078 3.96927 -3.04112 0.166
H -0.15241 3.57056 -3.60798 0.093
H 1.09132 2.75070 -0.93486 0.087
H 2.29180 -0.38264 -0.82558 0.114
H 0.99403 -1.58043 -1.32881 0.102
H 2.69232 -2.06825 -0.53440 0.099
H 1.20811 -1.36521 2.85740 0.161
H 2.74613 -1.97392 1.97138 0.146
H -0.81665 1.89491 -0.30843 -0.016
H 0.46823 -2.28531 0.94091 0.173
H -1.25608 -2.18273 -0.14090 0.120
H -3.04604 0.20991 1.63747 0.110
H -4.41987 -0.84259 1.72878 0.139
H 0.67553 0.53070 1.07471 0.118
H 3.55735 -0.06020 2.07344 0.138
```

(4)
A gas-phase ion, C8H15ClN3O2 (charge +1) in a non-equilibrium geometry, computed with ωB97M-V/def2-TZVPD.

Summary:
SMILES: CN/[N+](CC(C)=O)=C(COC)\N=C/Cl
ΔE to the lowest compared entry with this formula, charge and spin: 3.5 kcal/mol
total charge: +1
spin multiplicity: 1

```
29
Properties=species:S:1:pos:R:3:lowdin_charge:R:1
C -1.23220 -1.49673 2.02650 -0.040
N -0.30257 -1.42486 0.91054 -0.058
N -0.18998 -0.29396 0.08243 -0.033
C -1.37761 0.21634 -0.55505 -0.044
C -2.23016 -0.92441 -1.23975 -0.358
C -3.47824 -0.51696 -1.88222 0.005
O -1.74849 -2.03689 -0.98648 0.063
C 1.02722 0.14880 -0.09118 -0.165
C 1.48426 1.44711 -0.92450 -0.107
O 2.63729 2.01914 -0.41435 -0.154
C 2.42959 2.60036 0.88118 -0.072
N 1.99206 -0.52597 0.46488 0.105
C 3.04379 -1.19342 0.36307 -0.549
Cl 3.56532 -1.99841 -1.02228 0.762
H -2.19900 -1.86153 1.86984 0.064
H -0.60288 -2.11480 2.76578 0.130
H -1.29363 -0.53446 2.40344 0.062
H -0.34938 -2.22703 0.30218 0.116
H -2.13293 0.75636 -0.00580 0.130
H -1.04761 0.83897 -1.42403 0.149
H -3.50865 -0.27394 -2.91418 0.090
H -4.21240 -1.34804 -1.56048 0.143
H -3.88568 0.35913 -1.35890 0.095
H 0.66634 2.10271 -0.77305 0.109
H 1.75636 1.24949 -1.93340 0.140
H 1.95219 1.94722 1.65446 0.106
H 2.07910 3.60080 0.89688 0.078
H 3.49409 2.80175 1.19109 0.117
H 3.66381 -1.31678 1.27338 0.118
```

(5)
A gas-phase ion, C8H15ClN5 (charge +1) in a non-equilibrium geometry, computed with ωB97M-V/def2-TZVPD.

Summary:
SMILES: CC1=NN(C)C[C@@]1(Cl)[NH+]=C1NCCN1
ΔE to the lowest compared entry with this formula, charge and spin: 0.0 kcal/mol
total charge: +1
spin multiplicity: 1

```
29
Properties=species:S:1:pos:R:3:lowdin_charge:R:1
C -1.04721 -1.56502 -2.12713 -0.002
C -0.43869 -0.16306 -1.95270 -0.347
N -0.61340 0.82728 -2.72839 0.154
N 0.08276 1.93404 -2.37553 -0.251
C 0.47491 2.88088 -3.35387 -0.049
C 0.88763 1.61365 -1.20270 -0.136
C 0.46572 0.19749 -0.83533 -0.681
Cl 1.93179 -0.88266 -0.83032 0.747
N -0.20115 0.22895 0.47181 0.134
C -0.07640 -0.46302 1.60428 -0.339
N 0.73810 -1.41209 2.04590 0.095
C 0.48760 -1.87356 3.38567 -0.110
C -0.79204 -1.11421 3.81869 -0.056
N -0.94861 -0.14185 2.62412 0.088
H -2.00193 -1.28317 -2.46878 0.069
H -0.97422 -2.13413 -1.22280 0.063
H -0.50721 -2.15681 -2.82650 0.073
H -0.36651 3.10658 -4.03107 0.105
H 0.89655 3.66551 -2.67465 0.109
H 1.28522 2.46016 -3.95069 0.085
H 0.91614 2.33467 -0.36058 0.139
H 1.95226 1.68195 -1.63534 0.140
H -1.06851 0.85861 0.55979 0.213
H 1.46302 -1.82279 1.44139 0.118
H 1.21363 -1.55573 4.09353 0.114
H 0.48641 -2.94739 3.39843 0.128
H -1.57787 -1.78406 3.89965 0.090
H -0.71781 -0.68167 4.80482 0.119
H -1.95019 0.19144 2.42829 0.188
```

(6)
A molecular structure, C8H15I in a non-equilibrium geometry, computed with ωB97M-V/def2-TZVPD.

Summary:
ΔE to the lowest compared entry with this formula, charge and spin: 34.1 kcal/mol
total charge: 0
spin multiplicity: 1

```
24
Properties=species:S:1:pos:R:3:lowdin_charge:R:1
C -0.20539 -0.08932 0.82041 -0.455
C 0.14463 -0.50171 -0.70948 -0.427
C 0.33405 0.86859 -0.21118 -0.353
C -1.51169 0.13638 1.44639 -0.066
C 0.69287 -0.76049 1.83128 -0.100
C -0.90804 -0.62124 -1.75397 -0.034
C 1.30946 -1.48187 -0.97199 -0.048
C -0.21062 2.18263 -0.57659 -0.133
I 2.94312 1.52882 0.13456 0.339
H -1.65687 1.17114 1.93175 0.114
H -1.61630 -0.74530 2.21897 0.117
H -2.38824 0.07171 0.70451 0.099
H 0.51178 -1.87320 2.13337 0.129
H 0.62695 -0.08432 2.72918 0.099
H 1.75335 -0.51661 1.51971 -0.011
H -0.34186 -1.05612 -2.63817 0.109
H -1.46553 0.27714 -1.92968 0.063
H -1.65667 -1.34259 -1.32684 0.107
H 2.01920 -1.29463 -0.19662 0.004
H 1.81798 -1.10719 -1.94662 0.118
H 1.02387 -2.47218 -1.21958 0.071
H 0.32955 2.73501 -1.40079 0.096
H -0.30804 2.97446 0.20489 0.099
H -1.23755 2.00089 -0.79352 0.062
```

(7)
A gas-phase ion, C8H15N2 (charge +1) in a non-equilibrium geometry, computed with ωB97M-V/def2-TZVPD.

Summary:
ΔE to the lowest compared entry with this formula, charge and spin: 70.6 kcal/mol
total charge: +1
spin multiplicity: 3

```
25
Properties=species:S:1:pos:R:3:lowdin_spin:R:1
C -0.63915 0.13211 1.71592 0.133
C -1.72029 0.48460 0.87365 0.394
C 0.54404 -0.34422 1.39315 0.347
C 2.14838 -2.17352 1.35132 0.025
C 2.80041 0.34369 1.01551 0.027
C -2.89650 1.22992 -1.10506 0.034
C -0.61190 0.23927 -2.56496 0.048
C 1.78366 -0.72133 1.43302 0.042
N -1.78061 0.62720 -0.39887 0.415
N -0.82155 -0.05337 -1.16906 0.425
H -1.07058 0.12551 2.74383 0.001
H -2.43465 1.06268 1.38721 0.022
H 2.90740 -2.50568 0.52931 0.002
H 1.11079 -2.72301 1.31372 0.001
H 2.56874 -2.37812 2.31857 -0.001
H 3.47578 0.81371 1.80773 0.000
H 2.33994 1.18990 0.55517 0.001
H 3.61169 -0.00046 0.23281 0.003
H -3.31218 0.48401 -1.74576 0.011
H -3.61201 1.70956 -0.52208 0.001
H -2.41572 2.06864 -1.73192 0.016
H -1.35566 -0.26172 -3.27739 0.024
H -0.81384 1.33117 -2.63391 0.009
H 0.49956 0.03519 -2.84305 0.005
H -0.30576 -0.71571 -0.67887 0.015
```

(8)
A gas-phase ion, C8H15N2 (charge +1) in a non-equilibrium geometry, computed with ωB97M-V/def2-TZVPD.

Summary:
ΔE to the lowest compared entry with this formula, charge and spin: 73.6 kcal/mol
total charge: +1
spin multiplicity: 3

```
25
Properties=species:S:1:pos:R:3:lowdin_spin:R:1
C -3.40722 -1.07794 -0.33920 0.333
C -3.66013 0.11497 0.36100 0.584
C -2.04406 -1.01517 -0.51993 0.160
C 2.75875 -1.09126 -0.61903 0.000
C 0.10457 2.11567 -0.25047 0.002
C 1.57858 -1.35148 0.37057 0.000
C 0.95674 0.00694 0.78537 0.010
C 0.11062 0.67514 -0.24226 0.008
N -2.56159 0.88405 0.42336 0.288
N -1.52971 0.13292 -0.08263 0.553
H -4.00011 -1.93636 -0.27490 0.011
H -4.65256 0.44067 0.65727 0.027
H -1.47404 -1.93419 -0.76858 0.008
H 3.39693 -0.40061 -0.05925 0.000
H 2.47842 -0.60492 -1.63401 0.000
H 3.23302 -2.11764 -0.77879 0.000
H -0.96727 2.62038 -0.26225 0.001
H 0.60214 2.38954 -1.21282 0.000
H 0.62592 2.56018 0.60258 0.000
H 0.85126 -2.03009 -0.12589 0.000
H 2.05217 -1.77438 1.30135 0.000
H 1.73244 0.67894 0.99749 0.001
H 0.56857 -0.30398 1.77127 -0.001
H 0.29697 0.09145 -1.29567 0.007
H -2.35699 1.84770 0.92055 0.007
```

(9)
A gas-phase ion, C8H15N2O (charge +1) in a non-equilibrium geometry, computed with ωB97M-V/def2-TZVPD.

Summary:
ΔE to the lowest compared entry with this formula, charge and spin: 131.8 kcal/mol
total charge: +1
spin multiplicity: 1

```
26
Properties=species:S:1:pos:R:3:lowdin_charge:R:1
C 1.48290 -1.21523 -1.49183 -0.119
C -0.51373 1.58306 -1.19687 -0.198
C -1.14390 0.61079 -2.18803 -0.147
C -0.64312 1.30538 0.32659 -0.201
C -0.15293 -0.17153 -3.06904 -0.153
C -0.03591 0.03237 0.76472 -0.033
C -0.31076 0.40565 3.19088 0.003
C 0.52381 -1.70003 2.16399 -0.071
N 0.82760 -0.94273 -2.43645 0.211
N -0.02908 -0.37815 1.98527 -0.197
O 2.34733 -1.81468 -0.84526 0.245
H 0.50444 1.72390 -1.41281 0.083
H -0.89669 2.64944 -1.33747 0.138
H -1.87455 0.04530 -1.66594 0.107
H -1.69839 1.15966 -2.94451 0.120
H -0.36585 2.15288 0.99768 0.127
H -1.68734 1.22701 0.66379 0.132
H -0.64673 -0.83108 -3.72976 0.123
H 0.38043 0.51070 -3.69187 0.133
H -0.58879 1.33143 2.93896 0.033
H -0.97069 0.03818 3.94002 0.101
H 0.58984 0.70384 3.68766 0.105
H -0.32266 -2.22896 2.52235 0.076
H 0.66931 -2.26700 1.25152 0.064
H 1.37999 -1.97496 2.89129 0.135
H 3.17548 -1.95522 -1.31487 0.183
```

(10)
2 unconnected molecules or ions with the total composition C8H15N2O5 in a non-equilibrium geometry, computed with ωB97M-V/def2-TZVPD.

Summary:
ΔE to the lowest compared entry with this formula, charge and spin: 0.0 kcal/mol
total charge: -1
spin multiplicity: 1

```
30
Properties=species:S:1:pos:R:3:lowdin_charge:R:1
C 0.70428 -1.56726 0.70217 -0.412
C -2.78899 -0.97440 0.27519 -0.614
C 3.50919 0.09770 0.84229 -0.119
C -0.78350 2.79428 -0.52501 -0.065
C 2.02437 0.46376 0.77586 -0.217
C -1.72500 1.64867 -0.15684 -0.233
C 1.30147 -0.59654 -0.05510 -0.350
C -2.31227 -0.38311 -1.14262 -0.406
N 1.51950 -0.72610 -1.41708 0.084
N -2.16730 -1.21131 -2.11258 0.137
O -0.01732 -2.54833 0.05852 -0.049
O -2.45571 -2.16625 0.22975 -0.034
O 0.65035 -1.59375 2.07623 0.024
O -3.47283 -0.27927 1.01195 0.025
O -1.87288 0.81093 -1.33035 -0.011
H 3.68525 -0.90676 1.22494 0.072
H 4.09241 0.70331 1.55470 0.054
H 3.95991 0.37057 -0.12078 0.068
H -1.06795 3.17667 -1.46395 0.055
H -0.78411 3.38757 0.39622 0.086
H 0.17517 2.25863 -0.70618 0.058
H 1.92101 1.44580 0.23923 0.091
H 1.45466 0.58408 1.74241 0.116
H -2.72427 2.10627 0.00715 0.126
H -1.38169 1.24290 0.75714 0.102
H 1.08443 -1.56770 -1.70017 0.055
H 1.15878 0.11169 -1.98323 0.117
H -1.06592 -2.31561 0.33343 0.071
H -2.61227 -2.09253 -1.89560 0.038
H -0.00877 -2.27390 2.38230 0.134
```

(11)
A gas-phase ion, C8H15N2S (charge +1) in a non-equilibrium geometry, computed with ωB97M-V/def2-TZVPD.

Summary:
ΔE to the lowest compared entry with this formula, charge and spin: 45.1 kcal/mol
total charge: +1
spin multiplicity: 1

```
26
Properties=species:S:1:pos:R:3:lowdin_charge:R:1
C -1.34362 0.64520 0.20628 0.008
C -2.62898 -1.18804 -0.27738 -0.369
C -0.24797 -0.42723 -0.18169 -0.452
C 1.94304 1.97415 -0.98565 -0.048
C 2.03484 -2.14161 0.84028 -0.052
C -3.80013 0.89306 0.37793 0.010
C 1.60480 1.06396 0.25439 -0.199
C 1.98870 -1.31587 -0.43540 -0.173
N -2.63987 0.07206 0.12287 -0.251
N 1.04001 -0.18095 -0.21351 -0.184
S -1.08143 -1.87278 -0.56394 1.150
H -1.36048 1.70521 0.41744 0.113
H -3.63511 -1.71396 -0.24653 0.137
H 3.01828 1.70581 -1.47343 0.130
H 1.12652 1.85190 -1.69843 0.068
H 2.02053 2.98849 -0.56049 0.072
H 1.12140 -2.72677 0.92059 0.062
H 2.84228 -2.71295 0.79130 0.034
H 2.11735 -1.41399 1.67879 0.110
H -3.62682 1.30347 1.38934 0.122
H -3.84248 1.72549 -0.25215 0.080
H -4.68466 0.20337 0.07640 0.143
H 2.47678 0.70093 0.74136 0.101
H 1.02068 1.62650 0.99985 0.127
H 2.95129 -0.83602 -0.61743 0.125
H 1.58504 -1.92944 -1.31079 0.137
```

(12)
A gas-phase ion, C8H15N2S (charge +1) in a non-equilibrium geometry, computed with ωB97M-V/def2-TZVPD.

Summary:
ΔE to the lowest compared entry with this formula, charge and spin: 44.9 kcal/mol
total charge: +1
spin multiplicity: 3

```
26
Properties=species:S:1:pos:R:3:lowdin_spin:R:1
C 2.14843 -0.59646 -0.57071 0.588
C -1.62206 -0.55177 -1.30080 0.002
C 0.42821 0.79424 1.95453 0.008
C -0.32153 0.19113 -1.57551 0.008
C 0.54358 1.34631 0.57380 0.014
C -1.24910 -1.59064 -0.24661 0.002
C -0.62644 -0.30885 1.75647 0.001
C 0.43561 0.09501 -0.30033 0.029
N 2.82315 0.13307 -1.44075 0.367
N -0.21292 -0.89214 0.53391 0.013
S 2.53547 -1.82839 0.32923 0.909
H -2.32757 0.22552 -0.75461 0.000
H -2.13929 -1.12713 -2.18882 0.001
H 1.34738 0.28315 2.05260 0.009
H 0.15118 1.58074 2.80271 0.001
H 0.18887 -0.26640 -2.48005 0.001
H -0.49972 1.14764 -1.96063 0.000
H -0.25264 2.11176 0.32996 0.004
H 1.57801 1.97707 0.48245 0.004
H -2.01283 -1.86344 0.34762 0.000
H -0.99157 -2.56183 -0.68346 0.001
H -0.63237 -1.05361 2.50768 0.000
H -1.66674 0.18783 1.69639 0.001
H 2.36417 0.69729 -2.07643 0.013
H 3.80993 0.04631 -1.47548 0.011
H 0.67218 -1.59804 0.57852 0.012
```